1.
{"formula": "H80O40", "method": "ωB97M-V with the def2-TZVPD basis set", "species": ["H", "H", "O", "H", "H", "O", "H", "H", "O", "H", "H", "O", "H", "H", "O", "H", "O", "H", "O", "H", "H", "O", "H", "H", "O", "H", "H", "O", "H", "H", "O", "H", "O", "H", "H", "O", "H", "H", "O", "H", "H", "O", "H", "H", "O", "H", "H", "O", "H", "H", "O", "H", "O", "H", "H", "O", "H", "O", "H", "H", "O", "H", "H", "O", "H", "H", "O", "H", "H", "O", "H", "H", "O", "H", "H", "O", "H", "H", "O", "H", "H", "O", "H", "H", "O", "H", "H", "O", "H", "O", "H", "H", "O", "H", "H", "H", "H", "H", "H", "O", "H", "H", "O", "H", "H", "O", "H", "H", "O", "H", "H", "O", "H", "H", "O", "H", "H", "O", "H", "H"], "xyz": [[-4.335, -0.280, 3.317], [-4.348, -1.066, 4.720], [-3.880, -0.770, 3.920], [0.519, -3.294, 0.455], [0.839, -3.729, -1.105], [0.778, -3.062, -0.467], [0.179, -2.067, -2.589], [-0.790, -2.411, -3.891], [-0.336, -1.763, -3.350], [3.616, -0.273, -3.101], [2.438, 0.837, -2.955], [2.907, 0.223, -3.494], [-4.106, -0.700, -1.084], [-3.122, -1.278, -0.201], [-3.182, -0.997, -1.144], [1.717, -5.111, 1.357], [1.365, -5.752, 1.963], [2.547, 4.741, 2.054], [3.409, 5.110, 1.948], [-3.528, 2.563, 3.125], [-2.543, 1.838, 2.059], [-3.493, 2.118, 2.276], [4.980, 0.120, -0.924], [4.409, 1.551, -1.508], [4.758, 0.655, -1.690], [3.079, 3.423, -2.913], [2.851, 2.966, -4.446], [2.476, 3.447, -3.705], [-0.072, 3.613, 0.666], [-0.480, 4.427, 1.881], [0.310, 4.237, 1.307], [3.053, -3.397, -4.449], [2.490, -3.704, -5.153], [-3.350, -3.690, 0.004], [-3.878, -3.773, -1.432], [-3.877, -4.276, -0.598], [-1.147, -2.301, 2.464], [-1.924, -1.891, 3.950], [-1.296, -2.446, 3.525], [-4.510, 0.874, 1.581], [-5.737, 0.180, 2.027], [-4.910, -0.027, 1.508], [3.596, 4.774, -0.959], [4.819, 3.784, -0.439], [4.297, 4.204, -1.202], [0.739, -1.743, 2.218], [1.714, -3.008, 2.258], [0.860, -2.646, 1.903], [3.486, -5.038, -0.391], [3.268, -3.756, -0.918], [2.827, -4.616, -0.915], [2.318, 1.133, 1.177], [1.883, 0.399, 1.669], [-0.345, 2.537, 3.926], [-0.636, 2.971, 2.494], [-0.811, 2.315, 3.144], [0.908, -0.701, 6.107], [0.995, -1.223, 5.321], [-1.488, 0.611, 5.022], [-1.720, 1.376, 6.280], [-1.062, 0.826, 5.902], [1.259, 1.979, -1.145], [2.026, 3.243, -1.434], [1.906, 2.585, -0.776], [-2.482, 2.188, 0.297], [-1.758, 2.122, -1.159], [-1.659, 2.381, -0.254], [-1.677, -5.504, -2.922], [-0.636, -5.411, -4.204], [-0.733, -5.450, -3.247], [-4.672, 1.900, -2.253], [-5.934, 2.960, -1.893], [-5.567, 2.091, -2.038], [2.688, -1.818, -0.820], [3.015, -1.186, 0.297], [2.934, -0.884, -0.603], [2.985, -4.581, 3.027], [2.663, -3.410, 3.863], [2.875, -3.614, 2.941], [4.739, -1.566, -1.371], [4.750, -2.509, -2.557], [5.257, -2.221, -1.811], [0.199, 5.910, 0.609], [1.076, 5.997, -0.782], [0.605, 6.473, -0.079], [2.155, 2.313, 3.659], [3.693, 1.937, 3.529], [3.020, 2.243, 4.111], [1.457, 2.178, -5.928], [2.377, 2.116, -6.135], [0.806, -0.059, -4.996], [0.024, 1.302, -4.820], [-0.087, 0.219, -4.860], [1.292, 0.074, 0.952], [1.056, -5.265, 2.742], [0.168, -1.605, 5.152], [3.985, 4.452, 2.337], [1.815, -3.048, -5.067], [2.624, 1.138, -6.274], [-3.924, 4.907, -2.086], [-3.223, 4.663, -2.682], [-3.668, 5.281, -1.217], [-1.670, -1.747, 1.073], [-1.025, -2.091, 0.447], [-1.191, -0.892, 0.881], [-3.221, 4.491, 1.179], [-3.516, 3.640, 0.809], [-2.349, 4.248, 1.502], [-0.218, -4.881, 3.985], [-0.641, -4.131, 3.580], [-0.557, -5.682, 3.549], [-1.872, 1.132, -3.165], [-1.187, 0.586, -3.631], [-2.354, 0.316, -2.795], [-6.461, -1.668, -0.214], [-6.387, -0.698, -0.116], [-5.830, -1.935, -0.946], [0.017, -0.487, -0.717], [-0.215, -0.474, -1.615], [0.971, -0.796, -0.803]], "lowdin_spin": [0.00, 0.00, 0.01, 0.00, 0.00, 0.01, 0.00, 0.00, 0.01, 0.00, 0.01, 0.01, 0.00, 0.00, 0.01, 0.00, 0.00, 0.01, 0.01, 0.02, 0.02, 0.04, 0.01, 0.00, 0.01, 0.00, 0.00, 0.01, 0.01, 0.03, 0.05, 0.00, 0.01, 0.00, 0.00, 0.00, 0.00, 0.00, 0.01, 0.01, 0.01, 0.02, 0.00, 0.01, 0.01, 0.00, 0.00, 0.01, 0.00, 0.00, 0.01, 0.01, 0.02, 0.01, 0.01, 0.05, 0.00, 0.01, 0.01, 0.01, 0.02, 0.01, 0.01, 0.02, 0.02, 0.01, 0.04, 0.00, 0.00, 0.00, 0.00, 0.00, 0.01, 0.00, 0.01, 0.01, 0.00, 0.00, 0.01, 0.00, 0.00, 0.01, 0.01, 0.01, 0.01, 0.01, 0.01, 0.02, 0.00, 0.01, 0.00, 0.01, 0.01, 0.01, 0.00, 0.00, 0.00, 0.00, 0.00, 0.01, 0.00, 0.00, 0.01, 0.00, 0.01, 0.04, 0.01, 0.02, 0.00, 0.00, 0.00, 0.01, 0.00, 0.00, 0.00, 0.00, 0.00, 0.02, 0.00, 0.00], "e_lumo_ha": [0.046, 0.046], "total_charge": -1, "spin_multiplicity": 2, "e_tot_ev": -83196.3514, "homo_lumo_gap_ev": [1.98, 9.92]}

=====

2.
{"formula": "H80O40", "method": "ωB97M-V with the def2-TZVPD basis set", "species": ["H", "H", "O", "H", "H", "O", "H", "H", "O", "H", "H", "O", "H", "H", "O", "H", "O", "H", "O", "H", "H", "O", "H", "H", "O", "H", "H", "O", "H", "H", "O", "H", "O", "H", "H", "O", "H", "H", "O", "H", "H", "O", "H", "H", "O", "H", "H", "O", "H", "H", "O", "H", "O", "H", "H", "O", "H", "O", "H", "H", "O", "H", "H", "O", "H", "H", "O", "H", "H", "O", "H", "H", "O", "H", "H", "O", "H", "H", "O", "H", "H", "O", "H", "H", "O", "H", "H", "O", "H", "O", "H", "H", "O", "H", "H", "H", "H", "H", "H", "O", "H", "H", "O", "H", "H", "O", "H", "H", "O", "H", "H", "O", "H", "H", "O", "H", "H", "O", "H", "H"], "xyz": [[1.976, 4.747, 2.453], [1.619, 4.180, 3.800], [2.245, 4.698, 3.392], [2.658, -3.073, 5.272], [3.140, -3.242, 3.759], [2.517, -3.644, 4.423], [-1.733, 6.159, 0.742], [-1.589, 4.938, 1.682], [-2.135, 5.742, 1.464], [2.330, 0.990, 1.080], [2.281, 2.314, 1.551], [2.610, 1.483, 1.963], [1.655, -1.638, -3.705], [2.971, -1.909, -4.360], [2.253, -1.350, -4.424], [0.827, -3.696, 1.172], [0.183, -3.341, 0.539], [0.888, -3.208, 4.296], [0.107, -2.801, 4.187], [4.101, -0.156, -3.101], [4.947, 1.065, -2.831], [4.235, 0.633, -2.442], [0.811, 3.904, -3.642], [0.036, 2.649, -2.976], [0.168, 3.596, -2.900], [5.457, 3.815, 0.288], [4.675, 2.697, 0.766], [4.397, 3.651, 0.614], [-4.072, -3.144, 2.114], [-2.539, -3.192, 1.985], [-3.300, -2.561, 1.730], [-4.371, 2.050, 1.079], [-4.779, 1.232, 1.245], [3.195, -1.198, 4.462], [2.270, -0.038, 4.062], [2.989, -0.235, 4.679], [-2.832, 5.788, -1.034], [-1.421, 5.425, -1.504], [-1.943, 6.164, -1.033], [2.359, 5.348, 0.462], [3.173, 5.279, -0.641], [2.665, 6.007, -0.250], [-4.700, -1.038, -2.455], [-3.621, -1.799, -3.597], [-3.802, -1.678, -2.698], [-0.250, -0.356, -2.953], [-0.737, -0.477, -1.423], [-0.986, -0.104, -2.359], [-0.852, -2.837, -4.271], [-0.365, -3.475, -5.485], [-0.160, -3.355, -4.683], [-1.705, -0.517, 2.204], [-1.734, 0.420, 2.458], [-2.312, 2.218, -0.863], [-2.114, 1.497, -2.174], [-2.826, 1.896, -1.633], [-4.863, 2.002, 3.920], [-4.271, 1.626, 4.642], [-3.130, -0.496, 6.212], [-1.720, -0.360, 5.553], [-2.548, -0.809, 5.458], [-4.258, -1.656, 0.220], [-5.656, -2.200, 0.205], [-5.059, -1.505, -0.266], [1.120, 1.643, -1.313], [-0.220, 1.440, -0.721], [0.674, 1.332, -0.515], [3.892, -0.709, 0.761], [3.300, -1.817, -0.339], [3.921, -1.699, 0.377], [2.313, 3.718, -1.026], [1.042, 3.313, -0.045], [1.996, 3.487, -0.019], [1.671, -4.067, -1.675], [1.197, -3.856, -3.212], [1.622, -4.527, -2.577], [1.433, 0.046, -2.735], [2.464, 1.223, -2.625], [1.563, 0.936, -2.877], [-1.220, -1.618, -5.983], [-0.165, -0.753, -5.775], [-0.957, -0.843, -6.352], [-0.811, -4.870, -2.127], [-1.880, -3.980, -1.221], [-1.345, -4.155, -1.919], [5.313, -2.101, -2.360], [4.957, -3.288, -3.340], [5.060, -2.248, -3.314], [-3.752, 2.563, -4.309], [-3.882, 2.213, -5.327], [-3.925, -4.001, -2.373], [-3.769, -2.943, -1.475], [-3.973, -3.837, -1.382], [-2.590, 0.628, 1.921], [-0.325, -4.065, 0.053], [-3.514, 1.702, 4.223], [-0.624, -3.253, 4.650], [-4.165, 0.482, 1.629], [-3.029, 2.262, -5.835], [0.544, -5.574, -0.467], [0.916, -5.933, -1.182], [0.075, -6.204, 0.182], [0.448, 3.514, 5.142], [0.437, 4.508, 5.074], [1.207, 3.011, 4.854], [1.097, -0.442, 2.786], [0.430, -0.860, 3.440], [1.101, 0.547, 2.915], [-1.810, -1.045, 0.291], [-2.673, -1.286, -0.147], [-1.294, -1.912, 0.108], [-1.400, 2.552, 0.569], [-0.942, 2.789, 1.313], [-1.699, 1.666, 0.670], [0.785, -1.481, -0.978], [0.468, -2.444, -0.834], [1.172, -1.227, -0.159], [4.328, -2.895, 2.688], [4.260, -3.249, 1.775], [5.339, -2.905, 3.040]], "mulliken_charge": [0.31, 0.22, -0.54, 0.36, 0.37, -0.78, 0.39, 0.23, -0.60, 0.29, 0.21, -0.61, 0.26, 0.26, -0.58, 0.18, -0.84, 0.40, -0.52, 0.33, 0.22, -0.54, 0.29, 0.18, -0.54, 0.31, 0.25, -0.49, 0.25, 0.18, -0.61, 0.27, -0.58, 0.20, 0.62, -0.71, 0.34, 0.32, -0.74, 0.37, 0.28, -0.68, 0.34, 0.23, -0.65, 0.03, 0.01, -0.02, 0.17, 0.29, -0.56, 0.17, -0.29, 0.44, 0.22, -0.73, 0.32, -0.60, 0.28, 0.29, -0.57, -0.11, 0.30, -0.55, -0.08, -0.14, 0.82, 0.25, 0.21, -0.58, 0.18, 0.16, -0.39, 0.37, 0.25, -0.69, -0.05, 0.22, -0.64, 0.28, 0.34, -0.61, 0.26, 0.32, -0.43, 0.32, 0.33, -0.65, 0.34, -0.65, 0.27, 0.45, -0.71, -0.41, 0.22, 0.28, 0.26, 0.41, 0.31, -0.50, 0.26, 0.26, -0.69, 0.31, 0.37, -0.59, 0.12, 0.27, 1.35, -0.18, -0.15, -0.70, 0.05, 0.54, 1.39, -0.25, -0.15, -0.68, 0.31, 0.31], "e_lumo_ha": -0.030, "e_tot_ev": -83189.8791, "homo_lumo_gap_ev": 9.48}